No. 1
Entry from the OMol25 dataset: a molecular structure, C16H20FeNOSe in a non-equilibrium geometry (ωB97M-V/def2-TZVPD).

Last column: Löwdin spin population.
CARTESIAN COORDINATES (ANGSTROEM)
Fe1 -0.9967 0.9098 0.0569  3.587
C1 -2.4565 1.5551 -1.9616  0.026
C2 -1.5390 2.6320 -1.7393  0.021
C3 -0.2127 2.1365 -1.9254  0.023
H1 -1.7759 3.6966 -1.5525  0.000
C4 -0.3071 0.7464 -2.3091  0.025
C5 -1.7022 0.3910 -2.2986  0.026
H2 -2.1321 -0.5670 -2.5666  0.002
H3 -3.5628 1.5932 -1.9554  0.001
H4 0.6853 2.7403 -1.8539  0.001
H5 0.4917 0.1372 -2.7032  0.003
C6 -2.6096 -0.0140 1.5759  0.028
C7 -2.7878 -0.7127 0.3417  0.027
C8 -1.5964 -1.4670 0.0906  0.037
H6 -3.6974 -0.7169 -0.2634  0.002
C9 -0.6981 -1.2461 1.1752  0.046
C10 -1.3012 -0.3218 2.0790  0.017
H7 -0.9001 0.0138 3.0417  0.000
H8 -3.3554 0.5685 2.1164  0.002
H9 -1.4307 -2.1917 -0.7147  0.003
H10 0.2213 -1.8173 1.3483  0.007
O1 0.8004 0.6369 0.2124  0.087
C11 2.8903 -1.5292 0.3407  0.553
C12 3.0836 -0.1307 0.7012  0.084
C13 2.8748 -1.9164 -1.0764  0.091
C14 2.9010 -2.5693 1.3889  0.089
C15 1.7964 0.6130 1.1840  0.056
H11 3.5096 0.4175 -0.1525  0.006
H12 3.7892 -0.0860 1.5446  0.019
H13 1.4235 0.1109 2.0943  0.001
H14 2.0739 1.6433 1.4629  0.004
H15 3.8965 -2.0779 -1.4624  0.037
H16 2.4033 -1.1343 -1.6835  0.009
H17 2.3243 -2.8543 -1.2119  0.006
H18 3.9219 -2.9254 1.6121  0.035
H19 2.3275 -3.4453 1.0624  0.007
H20 2.4755 -2.1989 2.3301  0.009
Se1 -4.7773 4.0961 0.1873  0.002
C16 -3.5066 2.9743 0.6200  0.002
N1 -2.5442 2.3097 0.8634  0.019

Results
**Gap between HOMO and LUMO (spin up / spin down)**: 5.11 / 4.67 eV
**Multiplicity**: 6
**Total energy**: -120183.509 eV
**HOMO level (spin up / spin down)**: -0.1164 / 0.2833 eV
**Total charge**: -2

***

No. 2
Entry from the OMol25 dataset: a molecular structure, C16H20LuN5O4 in a non-equilibrium geometry (ωB97M-V/def2-TZVPD).

Last column: natural (NBO) charge in e.
CARTESIAN COORDINATES (ANGSTROEM)
Lu1 0.2412 -0.2443 0.1688  2.193
C1 0.4447 -2.4086 2.7705  -0.245
O1 -0.2748 -2.0645 1.5562  -0.622
C2 -0.6534 -3.2266 0.7882  -0.093
C3 -1.6312 -2.7964 -0.2607  -0.094
O2 -0.9742 -1.8345 -1.1127  -0.618
C4 -1.5906 -1.6993 -2.4083  -0.243
H1 -0.1498 -3.1274 3.3269  0.211
H2 0.5642 -1.5034 3.3536  0.218
H3 1.4193 -2.8236 2.5229  0.208
H4 -1.1146 -3.9690 1.4373  0.230
H5 0.2373 -3.6618 0.3315  0.205
H6 -2.5128 -2.3370 0.1910  0.204
H7 -1.9446 -3.6625 -0.8421  0.229
H8 -1.6620 -2.6802 -2.8735  0.213
H9 -0.9495 -1.0596 -3.0056  0.203
H10 -2.5807 -1.2566 -2.3110  0.200
O3 2.4364 0.5976 3.3942  -0.509
C5 1.6455 0.6757 2.5044  0.752
O4 1.7868 0.1600 1.2794  -0.911
C6 0.3098 1.3624 2.7274  0.096
C7 0.1372 2.1729 3.8279  -0.185
C8 -1.0978 2.7714 4.0256  -0.103
C9 -2.1232 2.5187 3.1251  -0.221
C10 -1.8772 1.6861 2.0555  0.057
N1 -0.6838 1.1151 1.8434  -0.603
H11 0.9692 2.3153 4.5033  0.274
H12 -1.2619 3.4227 4.8751  0.254
H13 -3.1039 2.9563 3.2495  0.254
H14 -2.6621 1.4543 1.3459  0.206
N2 2.7606 0.5934 -3.3455  -0.469
C11 3.6363 -0.3914 -2.9454  -0.033
C12 3.0480 -1.0005 -1.8843  -0.052
N3 1.8344 -0.4020 -1.6340  -0.576
C13 1.6955 0.5579 -2.5286  0.310
C14 0.5225 1.4214 -2.5111  0.340
N4 -0.3309 1.3869 -1.5001  -0.602
C15 -1.3226 2.3014 -1.7944  -0.066
C16 -1.0652 2.8716 -2.9966  -0.038
N5 0.1139 2.3049 -3.4336  -0.473
H15 2.9357 1.2490 -4.0907  0.443
H16 4.5781 -0.5659 -3.4378  0.262
H17 3.4261 -1.8130 -1.2868  0.247
H18 -2.1455 2.4943 -1.1271  0.239
H19 -1.5929 3.6196 -3.5633  0.262
H20 0.5623 2.5193 -4.3107  0.445

Results
**Gap between HOMO and LUMO**: 9.13 eV
**Total energy**: -66168.453 eV
**HOMO level**: -14.9508 eV
**Total charge**: +2

***

No. 3
Entry from the OMol25 dataset: a single C16H20N2O5S2 molecule (ωB97M-V/def2-TZVPD).

Last column: natural (NBO) charge in e.
CARTESIAN COORDINATES (ANGSTROEM)
C1 -2.5082 -3.8988 0.1627  -0.645
C2 -1.3926 -3.7612 -0.8688  -0.063
H1 -0.9760 -4.7456 -1.1003  0.196
H2 -1.7738 -3.3170 -1.7950  0.175
O1 -0.2727 -3.0311 -0.3946  -0.517
C3 -0.3699 -1.6817 -0.2350  0.335
C4 -1.4603 -0.9054 -0.5937  -0.313
C5 -1.4671 0.4601 -0.3563  0.060
C6 -0.3675 1.0828 0.2522  0.324
C7 0.7367 0.3128 0.5822  -0.314
C8 0.7536 -1.0543 0.3309  0.093
N1 1.8386 -1.8543 0.6969  -0.605
C9 3.1730 -1.5722 0.7104  0.648
O2 3.9608 -2.2985 1.2838  -0.584
C10 3.6097 -0.3951 -0.0626  -0.336
C11 3.1948 0.0109 -1.3018  -0.211
C12 3.9528 1.0871 -1.8034  -0.272
C13 4.9297 1.4803 -0.9419  -0.403
S1 4.9621 0.5330 0.4873  0.499
H3 5.6381 2.2753 -1.0643  0.239
H4 3.7785 1.5453 -2.7604  0.230
H5 2.3842 -0.4524 -1.8352  0.235
H6 1.5974 -2.7962 0.9820  0.425
H7 1.5943 0.7517 1.0643  0.234
O3 -0.5202 2.4201 0.5174  -0.529
C14 0.6129 3.1922 0.8708  -0.060
C15 1.5589 3.4206 -0.3019  -0.644
H8 2.3914 4.0419 0.0154  0.220
H9 1.9474 2.4759 -0.6740  0.221
H10 1.0328 3.9202 -1.1114  0.214
H11 1.1421 2.7364 1.7159  0.171
H12 0.1903 4.1440 1.2043  0.195
N2 -2.6009 1.2057 -0.7035  -0.845
S2 -4.0538 0.7814 0.0095  2.309
O4 -4.9958 1.7894 -0.3620  -0.935
O5 -4.3439 -0.5839 -0.3054  -0.948
C16 -3.7260 0.8943 1.7888  -0.874
H13 -2.9364 0.1934 2.0259  0.244
H14 -3.4350 1.9111 2.0153  0.241
H15 -4.6403 0.6326 2.3044  0.252
H16 -2.4501 2.2025 -0.6400  0.423
H17 -2.3385 -1.3262 -1.0494  0.257
H18 -2.0975 -4.2504 1.1064  0.212
H19 -3.0188 -2.9536 0.3283  0.225
H20 -3.2346 -4.6232 -0.1942  0.221

Results
**Gap between HOMO and LUMO**: 8.36 eV
**Total energy**: -51804.390 eV
**HOMO level**: -7.9914 eV
**SMILES string**: CCOc1cc(NS(C)(=O)=O)c(OCC)cc1NC(=O)c1cccs1
**Total charge**: 0

***

No. 4
Entry from the OMol25 dataset: a single C16H20N2O6S2 molecule in a non-equilibrium geometry (ωB97M-V/def2-TZVPD).

Last column: natural (NBO) charge in e.
CARTESIAN COORDINATES (ANGSTROEM)
C1 -0.9704 -5.5188 0.2478  -0.625
C2 -0.6759 -4.1031 0.7134  -0.086
H1 -1.1735 -3.8866 1.6634  0.212
H2 0.3998 -3.9344 0.8182  0.196
O1 -1.1350 -3.1623 -0.2688  -0.509
C3 -2.0158 -2.2437 0.1003  0.788
O2 -2.4941 -2.1189 1.1948  -0.592
C4 -2.3454 -1.3174 -1.0714  -0.335
N1 -2.6844 0.0024 -0.5818  -0.430
C5 -4.0216 0.2978 -0.4952  0.694
O3 -4.8666 -0.3915 -1.0168  -0.583
C6 -4.3607 1.5316 0.3040  -0.622
H3 -5.4145 1.7713 0.1767  0.263
H4 -4.1372 1.3706 1.3609  0.246
S1 -3.3891 2.9465 -0.2781  0.299
C7 -1.8159 2.2140 0.0077  -0.180
C8 -0.7454 3.0302 0.3564  -0.205
C9 0.4984 2.4879 0.6172  -0.175
C10 0.6464 1.1169 0.5335  -0.347
C11 -0.3982 0.2953 0.1687  -0.171
C12 -1.6571 0.8235 -0.1125  0.131
H5 -0.1944 -0.7606 0.1278  0.241
S2 2.2273 0.3647 0.8968  2.318
O4 2.0916 -1.0587 0.7296  -0.953
O5 2.7175 0.8570 2.1482  -0.933
N2 3.1545 1.0617 -0.3175  -0.675
C13 3.0257 0.4108 -1.6065  -0.257
H6 1.9882 0.0947 -1.7182  0.218
C14 3.9676 -0.7938 -1.7124  -0.095
H7 3.9748 -1.1930 -2.7280  0.196
O6 5.2984 -0.4220 -1.4270  -0.523
C15 5.4091 0.1180 -0.1278  -0.089
H8 6.4637 0.3602 0.0122  0.199
C16 4.5332 1.3635 0.0215  -0.260
H9 4.5416 1.7199 1.0506  0.243
H10 4.8787 2.1533 -0.6530  0.205
H11 5.0967 -0.6278 0.6189  0.172
H12 3.6316 -1.5679 -1.0088  0.190
H13 3.2682 1.1479 -2.3788  0.209
H14 1.3386 3.0991 0.8996  0.238
H15 -0.9118 4.0939 0.4221  0.230
H16 -1.5145 -1.2805 -1.7774  0.228
H17 -3.2391 -1.7037 -1.5746  0.284
H18 -0.5769 -6.2260 0.9718  0.219
H19 -2.0429 -5.6708 0.1532  0.213
H20 -0.5043 -5.7016 -0.7167  0.213

Results
**Gap between HOMO and LUMO**: 8.96 eV
**Total energy**: -53852.362 eV
**HOMO level**: -8.7031 eV
**SMILES string**: CCOC(=O)CN1C(=O)CSc2ccc(S(=O)(=O)N3CCOCC3)cc21
**Total charge**: 0

***

No. 5
Entry from the OMol25 dataset: a single C16H20N2OS molecule (ωB97M-V/def2-TZVPD).

Last column: natural (NBO) charge in e.
CARTESIAN COORDINATES (ANGSTROEM)
C1 -6.4569 -0.6957 0.2214  -0.250
O1 -5.1015 -1.0659 0.2037  -0.498
C2 -4.1590 -0.0766 0.1492  0.319
C3 -2.8411 -0.5155 0.1644  -0.272
C4 -1.7725 0.3784 0.1122  0.198
C5 -2.0676 1.7457 0.0558  -0.301
C6 -3.3781 2.1756 0.0502  -0.165
C7 -4.4367 1.2842 0.0917  -0.349
H1 -5.4481 1.6562 0.0794  0.217
H2 -3.5857 3.2349 0.0002  0.211
H3 -1.2788 2.4784 -0.0033  0.211
N1 -0.4724 -0.1017 0.1814  -0.446
C8 -0.0749 -1.2257 -0.6425  -0.230
H4 -0.9168 -1.8986 -0.7903  0.216
C9 1.0770 -1.9760 0.0368  -0.218
N2 2.2209 -1.1295 0.3102  -0.436
C10 1.7889 0.0305 1.0645  -0.228
C11 0.6297 0.8052 0.4148  -0.236
H5 0.3139 1.5859 1.1072  0.217
H6 0.9712 1.2815 -0.5197  0.167
H7 2.6421 0.6959 1.2088  0.213
H8 1.4580 -0.3284 2.0436  0.201
C12 3.0304 -0.8113 -0.8570  -0.238
C13 4.3357 -0.2069 -0.4322  -0.082
C14 5.2388 -0.8382 0.3657  -0.399
S1 6.6199 0.1298 0.6881  0.441
C15 5.9819 1.4096 -0.2662  -0.411
C16 4.7725 1.0947 -0.7919  -0.262
H9 4.2045 1.7601 -1.4182  0.222
H10 6.5426 2.3161 -0.3767  0.235
H11 5.1635 -1.8180 0.7915  0.240
H12 2.5353 -0.1258 -1.5629  0.172
H13 3.2222 -1.7528 -1.3819  0.211
H14 1.3937 -2.8177 -0.5828  0.199
H15 0.7255 -2.3628 0.9982  0.200
H16 0.2529 -0.8719 -1.6356  0.169
H17 -2.6777 -1.5783 0.2405  0.213
H18 -6.6941 -0.0743 1.0914  0.175
H19 -6.7421 -0.1634 -0.6923  0.175
H20 -7.0170 -1.6278 0.2828  0.198

Results
**Gap between HOMO and LUMO**: 8.47 eV
**Total energy**: -32778.624 eV
**HOMO level**: -7.6324 eV
**SMILES string**: COc1cccc(N2CCN(Cc3ccsc3)CC2)c1
**Total charge**: 0